Record 1
Molecular formula: C14H27BNO8
Method: DFT, ωB97M-V/def2-TZVPD

Positions of all 51 atoms, in Å:
C (-0.742, 3.650, 3.227)
B (0.214, 2.453, 3.525)
O (-0.254, 1.159, 3.369)
C (1.739, 2.537, 4.017)
C (2.702, 1.672, 3.200)
C (2.974, 2.235, 1.794)
C (2.721, 3.748, 1.566)
C (2.380, 4.628, 2.791)
N (2.343, 3.900, 4.079)
O (1.731, 4.719, 5.056)
H (-0.484, 4.583, 3.727)
H (-0.655, 3.848, 2.147)
H (-1.788, 3.393, 3.386)
H (-0.020, 0.808, 2.497)
H (1.759, 2.159, 5.045)
H (2.259, 0.685, 3.110)
H (3.646, 1.606, 3.751)
H (2.304, 1.695, 1.124)
H (3.974, 1.964, 1.463)
H (3.584, 4.198, 1.080)
H (1.910, 3.846, 0.848)
H (1.444, 5.151, 2.623)
H (3.132, 5.408, 2.905)
H (3.312, 3.771, 4.382)
H (2.346, 4.787, 5.801)
C (-1.715, -2.705, -0.666)
C (-0.724, -1.824, 0.055)
C (-1.019, -0.347, -0.059)
O (0.297, 0.238, 0.067)
C (1.182, -0.691, -0.419)
O (2.316, -0.454, -0.685)
O (0.590, -1.888, -0.546)
H (-1.591, -3.744, -0.362)
H (-2.738, -2.406, -0.444)
H (-1.554, -2.655, -1.736)
H (-0.624, -2.124, 1.102)
H (-1.679, 0.020, 0.723)
H (-1.425, -0.076, -1.035)
C (-1.677, -4.391, -6.970)
C (-2.108, -4.808, -5.584)
C (-3.523, -5.334, -5.500)
O (-3.885, -5.008, -4.150)
C (-3.179, -3.910, -3.803)
O (-3.398, -3.236, -2.846)
O (-2.183, -3.679, -4.687)
H (-0.599, -4.243, -7.014)
H (-1.944, -5.156, -7.699)
H (-2.148, -3.449, -7.250)
H (-1.400, -5.523, -5.159)
H (-3.598, -6.404, -5.669)
H (-4.203, -4.810, -6.176)

- energy (eV) = -33496.212
- HOMO level (Ha) = -0.4642
- charge = +1
- orbital gap (eV) = 9.3

Mulliken charges, unit e, in atom order:
1. C -0.9769
2. B 0.4171
3. O -0.7469
4. C -0.0220
5. C -1.2162
6. C 0.0685
7. C -0.7370
8. C -0.6027
9. N 0.1777
10. O -0.3459
11. H 0.3401
12. H 0.3402
13. H 0.3464
14. H 0.2355
15. H 0.3033
16. H 0.4528
17. H 0.3765
18. H -0.2179
19. H 0.5141
20. H 0.3822
21. H 0.3086
22. H 0.2060
23. H 0.4960
24. H 0.5014
25. H 0.3634
26. C -1.5556
27. C 0.6737
28. C -0.5384
29. O -0.3538
30. C 0.6140
31. O -0.5317
32. O -0.3661
33. H 0.4154
34. H 0.3664
35. H 0.3500
36. H 0.2674
37. H 0.3958
38. H 0.2969
39. C -1.3922
40. C 0.4802
41. C -0.4988
42. O -0.3091
43. C 0.6084
44. O -0.5306
45. O -0.3335
46. H 0.3478
47. H 0.3734
48. H 0.3551
49. H 0.2604
50. H 0.3259
51. H 0.3146

---

Record 2
Molecular formula: C8H14O3
Method: DFT, ωB97M-V/def2-TZVPD

Positions of all 25 atoms, in Å:
C (0.196, -1.499, 2.985)
C (-0.671, -1.355, 1.567)
C (0.323, -0.573, -1.174)
C (-0.504, 0.427, -1.907)
C (0.071, 1.676, -2.191)
C (0.701, 2.448, -0.730)
C (-0.303, -1.948, -0.832)
C (-0.650, -2.267, 0.450)
H (-0.386, -0.642, 3.891)
H (0.260, -2.628, 3.200)
H (1.381, -1.078, 2.869)
H (-1.593, -0.810, 1.848)
H (1.247, -0.949, -1.702)
H (-0.995, 0.275, -2.893)
H (-1.560, 0.542, -1.365)
H (-0.722, 2.427, -2.504)
H (0.669, 1.490, -3.118)
H (1.705, 1.983, -0.624)
H (1.049, 3.503, -1.012)
H (-0.424, 1.306, 0.462)
H (-0.431, -2.757, -1.674)
H (-0.831, -3.445, 0.564)
O (-0.184, 0.013, 1.036)
O (0.966, -0.050, 0.058)
O (-0.076, 2.453, 0.537)

- energy (eV) = -14655.820
- HOMO level (Ha) = -0.3236
- orbital gap (eV) = 9.4

Mulliken charges, unit e, in atom order:
1. C -0.8063
2. C 0.2174
3. C 0.4529
4. C -0.6422
5. C -0.6460
6. C -0.5561
7. C -0.6202
8. C -0.3811
9. H 0.2605
10. H 0.3155
11. H 0.2335
12. H 0.2537
13. H 0.2797
14. H 0.4141
15. H 0.2424
16. H 0.3175
17. H 0.3652
18. H 0.1927
19. H 0.3952
20. H 0.5064
21. H 0.2955
22. H 0.2010
23. O -0.2967
24. O -0.3876
25. O -0.6073

---

Record 3
Molecular formula: C9H14O
Method: DFT, ωB97M-V/def2-TZVPD

Positions of all 24 atoms, in Å:
C (0.622, -0.567, 2.155)
C (1.988, -0.153, 2.729)
H (0.828, -1.051, 1.139)
H (0.113, -1.464, 2.515)
H (-0.191, 0.117, 1.946)
H (2.703, -0.953, 2.784)
H (2.332, 0.581, 1.994)
H (1.670, 0.328, 3.668)
C (-2.956, 0.181, -0.705)
C (0.503, 1.479, -1.069)
C (1.085, 0.226, -1.398)
C (-0.873, 1.520, -1.111)
C (-1.553, 0.302, -1.085)
C (0.419, -0.950, -1.475)
C (-0.944, -0.904, -1.261)
O (2.420, 0.321, -1.694)
H (1.018, 2.401, -1.099)
H (-1.399, 2.418, -1.537)
H (0.973, -1.867, -1.768)
H (2.915, -0.491, -2.002)
H (-3.321, 1.071, -0.154)
H (-3.096, -0.638, 0.022)
H (-1.491, -1.875, -1.200)
H (-3.765, -0.031, -1.394)

- energy (eV) = -11604.721
- HOMO level (spin up / spin down) (Ha) = 0.0310 / -0.1163
- spin multiplicity = 2
- charge = -1
- orbital gap (spin up / spin down) (eV) = 3.0 / 6.8

Mulliken charges, unit e, in atom order:
1. C -0.6949
2. C -0.8322
3. H 0.0379
4. H 0.3830
5. H 0.2752
6. H 0.2852
7. H 0.2354
8. H 0.2572
9. C -1.5712
10. C -1.0061
11. C 1.2177
12. C -0.5065
13. C 0.7574
14. C -0.9202
15. C -0.4760
16. O -0.5775
17. H 0.4329
18. H 0.1599
19. H 0.1512
20. H 0.2632
21. H 0.3376
22. H 0.3022
23. H 0.1466
24. H 0.3418

---

Record 4
Molecular formula: C2H6S2
Method: DFT, ωB97M-V/def2-TZVPD

Positions of all 10 atoms, in Å:
C (0.525, 0.895, -1.206)
C (0.193, -0.188, -0.089)
S (-0.758, 0.472, 1.389)
S (-1.615, -1.924, 1.746)
H (1.046, 1.719, -0.736)
H (-0.374, 1.305, -1.653)
H (1.189, 0.642, -2.059)
H (1.238, -0.590, 0.280)
H (-0.171, -1.144, -0.503)
H (-1.272, -1.188, 2.831)

- energy (eV) = -23839.550
- HOMO level (Ha) = -0.3322
- orbital gap (eV) = 7.2
- SMILES = CCSS

Mulliken charges, unit e, in atom order:
1. C -1.0780
2. C -0.3689
3. S -0.1361
4. S -0.2071
5. H 0.3044
6. H 0.3174
7. H 0.3240
8. H 0.2882
9. H 0.3873
10. H 0.1687